[1]
{
  "formula": "C32H43N3O6ReSi",
  "method": "ωB97M-V/def2-TZVPD",
  "spin_multiplicity": 4,
  "homo_ev": [-7.65, -7.71],
  "lumo_ev": [-1.7, -1.8],
  "s2": 3.79,
  "symbols": ["Re", "O", "C", "O", "C", "C", "C", "N", "C", "C", "C", "O", "O", "H", "H", "H", "C", "C", "C", "C", "C", "C", "H", "H", "H", "H", "H", "C", "Si", "C", "C", "C", "C", "C", "C", "C", "C", "H", "H", "H", "H", "H", "H", "H", "H", "H", "H", "H", "H", "H", "H", "H", "H", "H", "H", "H", "H", "H", "O", "C", "O", "C", "N", "C", "C", "C", "H", "H", "H", "H", "H", "H", "H", "H", "H", "C", "C", "C", "N", "C", "C", "H", "H", "H", "H", "H"],
  "xyz": [[0.98, 1.19, -1.06], [5.35, -1.66, 3.13], [5.64, -0.75, 2.33], [6.54, 0.10, 2.09], [4.43, -0.42, 1.57], [3.24, -0.12, 2.20], [2.22, 0.27, 1.35], [2.31, 0.31, -0.01], [3.49, -0.15, -0.69], [4.49, -0.51, 0.16], [3.48, -0.12, -2.24], [4.36, -0.64, -2.93], [2.37, 0.49, -2.58], [3.01, -0.24, 3.26], [1.22, 0.52, 1.69], [5.40, -0.89, -0.39], [-1.01, 3.73, 2.54], [-1.59, 2.52, 2.07], [-0.98, 1.83, 1.06], [0.19, 2.30, 0.46], [0.77, 3.50, 0.93], [0.12, 4.23, 1.92], [-1.47, 4.34, 3.30], [-2.50, 2.08, 2.44], [-1.44, 0.92, 0.66], [1.82, 3.83, 0.64], [0.55, 5.22, 2.12], [-0.44, 0.40, -3.94], [-0.82, -0.17, -2.15], [-0.43, -1.98, -2.17], [-0.04, -2.47, -0.73], [-1.56, -2.89, -2.69], [0.80, -2.25, -3.10], [-2.76, 0.23, -1.97], [-3.24, -0.22, -0.56], [-3.00, 1.71, -2.21], [-3.52, -0.49, -3.14], [-0.95, -0.23, -4.67], [0.66, 0.32, -4.17], [-0.69, 1.44, -4.13], [-0.71, -2.04, 0.00], [0.99, -2.19, -0.52], [-0.04, -3.64, -0.58], [-2.47, -2.84, -2.07], [-1.20, -3.88, -2.57], [-1.74, -2.77, -3.80], [1.70, -1.71, -2.82], [0.54, -2.12, -4.15], [0.97, -3.39, -3.00], [-3.83, 0.68, -0.18], [-2.37, -0.43, 0.09], [-3.94, -1.10, -0.67], [-2.28, 2.32, -1.64], [-3.98, 1.93, -1.81], [-2.95, 2.01, -3.32], [-3.79, -1.56, -2.97], [-2.95, -0.53, -4.09], [-4.44, 0.07, -3.44], [0.38, -2.94, 2.81], [-0.61, -2.04, 3.02], [-0.91, -1.25, 2.17], [-1.21, -2.19, 4.39], [-0.35, -2.91, 5.32], [-1.22, -3.42, 6.38], [-2.71, -3.52, 5.79], [-2.60, -2.87, 4.39], [-1.38, -1.20, 4.78], [0.51, -2.44, 5.62], [0.45, -3.54, 3.59], [-1.35, -2.72, 7.22], [-0.79, -4.33, 6.74], [-3.36, -2.97, 6.48], [-2.96, -4.56, 5.82], [-3.35, -2.17, 4.18], [-2.73, -3.65, 3.61], [1.91, 4.83, -4.06], [0.65, 4.64, -3.51], [0.54, 3.74, -2.47], [1.53, 2.86, -2.14], [2.82, 3.14, -2.64], [3.05, 4.14, -3.56], [2.02, 5.49, -4.92], [-0.22, 5.15, -3.94], [-0.36, 3.72, -1.84], [3.68, 2.54, -2.31], [4.08, 4.37, -3.79]],
  "lowdin_charge": [1.486, -0.005, -0.699, 0.011, -0.104, 0.043, -0.078, -0.138, -0.101, 0.077, -0.552, 0.090, -0.245, 0.138, 0.096, 0.163, -0.062, -0.055, -0.168, -0.384, -0.121, -0.105, 0.094, 0.104, 0.041, 0.119, 0.108, -0.208, 0.632, -0.639, -0.097, -0.104, -0.088, -0.612, -0.080, -0.132, -0.115, 0.029, 0.035, 0.010, 0.027, 0.055, 0.125, 0.079, 0.057, 0.103, 0.043, 0.070, 0.117, 0.092, 0.026, 0.093, 0.050, 0.073, 0.105, 0.066, 0.063, 0.089, 0.108, -0.472, 0.089, -0.265, -0.044, -0.178, -0.122, -0.098, 0.149, 0.147, 0.115, 0.106, 0.098, 0.104, 0.090, 0.093, 0.129, -0.023, -0.042, -0.115, -0.107, -0.060, -0.020, 0.115, 0.125, 0.114, 0.132, 0.118]
}

***

[2]
{
  "formula": "C4H11NO2",
  "method": "ωB97M-V/def2-TZVPD",
  "homo_ev": -9.46,
  "e_above_lowest_kcal_mol": 52.0,
  "lumo_ev": 0.7,
  "smiles": "CCNC(C)=O.O",
  "symbols": ["C", "C", "N", "C", "C", "O", "H", "H", "H", "H", "H", "H", "H", "H", "H", "H", "H", "O"],
  "xyz": [[2.13, 1.75, -0.72], [1.44, 0.55, 0.07], [0.31, -0.05, -0.53], [-0.98, 0.51, 0.14], [-1.61, 1.69, -0.54], [2.14, 0.07, 0.97], [2.79, 2.43, 0.00], [2.77, 1.34, -1.39], [1.31, 2.39, -1.14], [0.43, -0.12, -1.56], [-0.72, 0.73, 1.19], [-1.60, -0.32, 0.00], [-2.66, 1.84, -0.12], [-1.76, 1.47, -1.63], [-0.90, 2.53, -0.34], [-0.81, -4.82, 1.83], [-1.14, -6.35, 1.54], [-1.15, -5.64, 2.24]],
  "nbo_charge": [-0.722, 0.701, -0.713, -0.204, -0.630, -0.539, 0.235, 0.224, 0.206, 0.389, 0.212, 0.199, 0.224, 0.211, 0.209, 0.474, 0.472, -0.946]
}

***

[3]
{
  "formula": "C4H8O2",
  "method": "ωB97M-V/def2-TZVPD",
  "homo_ev": -9.08,
  "e_above_lowest_kcal_mol": 63.8,
  "lumo_ev": 0.9,
  "smiles": "C[C@]1(O)C[C@H]1O",
  "symbols": ["C", "C", "C", "C", "O", "O", "H", "H", "H", "H", "H", "H", "H", "H"],
  "xyz": [[1.12, -0.13, -0.40], [0.12, -1.09, 0.13], [-0.08, 0.48, 0.15], [-1.24, 0.92, -0.73], [0.37, -1.76, 1.37], [0.13, 1.25, 1.28], [2.23, 0.03, -0.11], [1.21, -0.15, -1.51], [-0.40, -1.67, -0.63], [-2.16, 0.30, -0.57], [-0.94, 0.56, -1.75], [-1.20, 2.02, -0.71], [1.34, -1.87, 1.51], [-0.51, 1.13, 1.99]],
  "nbo_charge": [-0.471, 0.051, 0.226, -0.645, -0.714, -0.702, 0.240, 0.213, 0.182, 0.225, 0.207, 0.232, 0.476, 0.482]
}

***

[4]
{
  "formula": "C42H56N6O8P2Sc",
  "method": "ωB97M-V/def2-TZVPD",
  "homo_ev": -9.84,
  "e_above_lowest_kcal_mol": 0.0,
  "lumo_ev": -2.6,
  "total_charge": 1,
  "symbols": ["Sc", "C", "N", "C", "C", "C", "C", "C", "N", "C", "C", "C", "C", "C", "C", "H", "H", "H", "H", "H", "H", "H", "H", "H", "H", "H", "C", "C", "C", "O", "P", "O", "C", "P", "O", "O", "C", "C", "C", "O", "C", "C", "C", "O", "C", "C", "C", "H", "H", "H", "H", "H", "H", "H", "H", "H", "H", "H", "H", "H", "H", "H", "H", "H", "H", "H", "H", "H", "H", "H", "H", "H", "H", "H", "H", "H", "H", "C", "C", "C", "C", "N", "C", "C", "H", "H", "H", "H", "H", "H", "H", "C", "C", "O", "C", "C", "C", "C", "C", "C", "H", "H", "H", "H", "H", "H", "H", "H", "O", "N", "C", "C", "N", "C", "N"],
  "xyz": [[0.51, 0.05, 0.61], [1.89, -2.08, 3.15], [2.08, -1.08, 2.06], [3.27, -0.54, 2.04], [3.53, 0.69, 1.39], [4.65, 1.52, 1.41], [4.23, 2.76, 0.92], [2.88, 2.60, 0.63], [2.44, 1.36, 0.92], [2.04, -3.53, 2.85], [1.84, -4.08, 1.60], [1.91, -5.45, 1.42], [2.11, -6.28, 2.52], [2.37, -5.74, 3.77], [2.32, -4.36, 3.92], [0.91, -1.90, 3.58], [2.60, -1.81, 3.95], [4.08, -1.04, 2.57], [5.65, 1.29, 1.77], [4.85, 3.65, 0.82], [2.17, 3.35, 0.34], [1.71, -3.45, 0.69], [1.73, -5.86, 0.44], [2.04, -7.35, 2.38], [2.55, -6.42, 4.60], [2.48, -3.96, 4.90], [-1.98, -1.93, -4.67], [-2.33, -1.62, -3.23], [-3.69, -2.20, -2.86], [-2.41, -0.17, -3.04], [-1.32, 0.78, -2.45], [-1.09, 0.68, -0.99], [0.16, 0.55, -3.39], [1.55, 1.06, -2.43], [1.50, 0.15, -1.25], [1.35, 2.56, -2.09], [1.81, 3.87, -2.56], [0.84, 4.38, -3.59], [3.26, 3.78, -3.02], [2.87, 0.89, -3.25], [3.60, -0.41, -3.19], [4.61, -0.34, -2.05], [4.15, -0.60, -4.58], [-1.79, 2.19, -2.89], [-3.20, 2.61, -3.14], [-3.65, 2.15, -4.52], [-4.15, 2.20, -2.03], [-2.01, -3.00, -4.79], [-0.99, -1.59, -5.00], [-2.71, -1.44, -5.32], [-1.59, -2.03, -2.54], [-4.39, -1.87, -3.66], [-4.06, -1.78, -1.93], [-3.63, -3.29, -2.78], [0.03, 0.99, -4.37], [0.25, -0.54, -3.50], [1.74, 4.47, -1.68], [0.88, 3.79, -4.50], [1.14, 5.40, -3.85], [-0.19, 4.42, -3.25], [3.37, 3.17, -3.91], [3.84, 3.32, -2.22], [3.61, 4.81, -3.20], [2.88, -1.23, -3.00], [5.26, 0.51, -2.17], [5.19, -1.27, -2.10], [4.09, -0.31, -1.10], [4.97, 0.05, -4.80], [3.36, -0.39, -5.28], [4.46, -1.64, -4.68], [-3.09, 3.70, -3.12], [-3.63, 1.04, -4.56], [-2.99, 2.59, -5.28], [-4.68, 2.50, -4.69], [-4.31, 1.11, -2.05], [-5.10, 2.69, -2.24], [-3.78, 2.46, -1.04], [-1.66, 5.51, 3.62], [-1.11, 4.34, 2.88], [-0.24, 3.42, 3.42], [0.19, 2.37, 2.67], [-0.24, 2.10, 1.44], [-1.14, 2.95, 0.91], [-1.56, 4.08, 1.59], [-0.89, 5.97, 4.25], [-2.46, 5.25, 4.28], [-2.03, 6.29, 2.97], [0.12, 3.52, 4.44], [0.97, 1.72, 3.01], [-1.48, 2.70, -0.09], [-2.27, 4.72, 1.12], [-2.53, 0.52, 3.49], [-1.69, -0.68, 3.17], [-0.78, -0.59, 2.34], [-1.91, -1.95, 3.85], [-2.81, -2.12, 4.93], [-2.97, -3.35, 5.52], [-2.26, -4.45, 5.07], [-1.35, -4.31, 4.04], [-1.17, -3.08, 3.43], [-2.43, 1.31, 2.71], [-2.15, 0.93, 4.44], [-3.57, 0.24, 3.62], [-3.42, -1.29, 5.32], [-3.65, -3.46, 6.35], [-2.43, -5.40, 5.53], [-0.77, -5.16, 3.69], [-0.51, -3.05, 2.56], [-0.31, -1.72, -0.05], [-0.98, -2.81, -0.07], [-2.24, -2.75, 0.25], [-2.91, -4.05, 0.25], [-3.47, -5.04, 0.34], [-3.02, -1.56, 0.56], [-3.68, -0.64, 0.75]],
  "lowdin_charge": [1.098, -0.167, -0.015, -0.076, -0.357, -0.043, -0.082, -0.184, -0.041, -0.239, -0.051, -0.077, -0.089, -0.074, -0.048, 0.089, 0.124, 0.143, 0.107, 0.100, 0.097, 0.116, 0.107, 0.103, 0.108, 0.108, -0.028, -0.406, -0.029, -0.189, 0.455, -0.299, -0.182, 0.477, -0.312, -0.164, -0.381, -0.030, -0.029, -0.176, -0.398, -0.015, -0.033, -0.174, -0.389, -0.033, -0.037, 0.091, 0.071, 0.096, 0.125, 0.102, 0.067, 0.097, 0.103, 0.089, 0.130, 0.088, 0.095, 0.077, 0.080, 0.075, 0.105, 0.141, 0.095, 0.098, 0.061, 0.083, 0.078, 0.097, 0.141, 0.080, 0.087, 0.097, 0.083, 0.094, 0.076, -0.025, -0.244, -0.007, -0.144, -0.010, -0.085, 0.000, 0.091, 0.086, 0.084, 0.133, 0.114, 0.093, 0.113, 0.005, -0.358, -0.056, -0.140, -0.010, -0.064, -0.049, -0.034, -0.016, 0.081, 0.109, 0.087, 0.124, 0.111, 0.110, 0.113, 0.095, -0.279, 0.017, -0.292, -0.179, 0.171, -0.157, 0.225]
}

***

| no. | strongest force on any atom (Eh/bohr) |
| --- | --- |
| 1 | 0.078 |
| 2 | 0.104 |
| 3 | 0.080 |
| 4 | 0.028 |